P.
{
  "formula": "C4H7N2S",
  "method": "wB97M-V/def2-TZVPD",
  "homo_lumo_gap_ev": 10.873,
  "total_charge": 1,
  "homo_energy_ha": -0.5827,
  "species": ["C", "C", "C", "C", "N", "N", "S", "H", "H", "H", "H", "H", "H", "H"],
  "coordinates": [[1.47073, -1.12110, -0.12489], [2.80695, -1.11189, 0.12428], [-1.01542, 0.71985, 0.57866], [-0.27387, 0.65497, -0.75373], [2.02392, 1.11047, -0.27599], [1.09111, 0.24037, -0.39074], [3.37987, 0.49014, 0.14623], [0.85738, -2.00976, -0.09068], [3.54057, -1.90046, 0.26607], [-2.20295, 0.81262, 0.48172], [-0.78799, 1.53795, 1.19712], [-0.76365, -0.23567, 1.07984], [-0.18819, 1.46438, -1.46019], [-0.69065, -0.34433, -1.18247]]
}


Q.
{
  "formula": "C4H7N2S",
  "method": "wB97M-V/def2-TZVPD",
  "homo_lumo_gap_ev": 9.332,
  "total_charge": 1,
  "homo_energy_ha": -0.5349,
  "species": ["C", "C", "C", "C", "N", "N", "S", "H", "H", "H", "H", "H", "H", "H"],
  "coordinates": [[0.33137, 1.01769, -1.40248], [-0.19939, 0.51270, 1.22048], [0.23172, 2.30614, -0.69741], [-0.96061, -1.60985, 0.65328], [-0.18338, -0.09260, -1.07733], [-0.53175, -0.28371, 0.24954], [0.47081, 2.07447, 1.10878], [0.65426, 1.10940, -2.39921], [-0.46235, 0.04570, 2.23285], [1.03916, 2.82245, -1.08664], [-0.68113, 2.75625, -1.14155], [-0.65578, -1.85021, 1.63513], [-0.43011, -2.34193, 0.06271], [-2.02615, -1.75807, 0.55041]]
}


Last place for stability: Q


P.
{
  "formula": "C4H7N2S",
  "method": "wB97M-V/def2-TZVPD",
  "homo_lumo_gap_ev": 8.340,
  "smiles": "S[C@H]1NC=CC=[NH+]1",
  "total_charge": 1,
  "homo_energy_ha": -0.4923,
  "species": ["S", "C", "N", "C", "C", "C", "N", "H", "H", "H", "H", "H", "H", "H"],
  "coordinates": [[2.95986, 0.01209, -0.33115], [0.92388, -0.17771, 0.35318], [0.29775, 1.00134, 0.00789], [-0.94603, 1.12813, -0.28290], [-1.82894, 0.07463, -0.27611], [-1.26153, -1.20733, -0.18008], [0.08138, -1.32210, -0.14548], [3.36452, 0.78119, 0.83672], [1.07857, -0.19305, 1.38483], [0.82844, 1.92638, 0.23679], [-1.34734, 2.10041, -0.74754], [-2.93780, 0.13376, -0.38421], [-1.87005, -2.04610, -0.23450], [0.65729, -2.21165, -0.23743]]
}


Q.
{
  "formula": "C4H7N2S",
  "method": "wB97M-V/def2-TZVPD",
  "homo_lumo_gap_ev": 9.779,
  "total_charge": 1,
  "homo_energy_ha": -0.5172,
  "species": ["C", "C", "C", "C", "N", "N", "S", "H", "H", "H", "H", "H", "H", "H"],
  "coordinates": [[1.04905, -0.40068, -0.79621], [3.47835, -0.53248, 0.47069], [-1.06679, 0.50133, -0.04458], [-0.29258, -0.13254, 1.07211], [-0.12565, 0.16726, -1.12780], [0.95073, -0.69155, 0.45398], [4.78480, 0.22252, 0.16821], [1.78038, -0.71313, -1.62743], [-2.05528, -0.14272, -0.29990], [-1.32787, 1.50070, 0.19212], [-0.11272, 0.44783, 1.93468], [-0.85922, -1.01795, 1.28608], [-0.40146, 0.52888, -2.09046], [1.81055, -0.72430, 1.02365]]
}


Last place for stability: Q


P.
{
  "formula": "C7H8N2O2",
  "method": "wB97M-V/def2-TZVPD",
  "homo_lumo_gap_ev": 8.432,
  "smiles": "C=CC=C=C(O)NC(O)=C=N",
  "homo_energy_ha": -0.2929,
  "species": ["C", "C", "C", "C", "C", "O", "N", "C", "O", "C", "N", "H", "H", "H", "H", "H", "H", "H", "H"],
  "coordinates": [[2.46486, 0.82117, -0.62932], [2.27560, 0.46448, 0.57887], [1.41178, -0.54068, 1.06187], [0.42922, -0.97138, 0.34683], [-0.61629, -1.48655, -0.20729], [-0.60455, -2.64219, -0.84603], [-1.92723, -0.94727, -0.26552], [-2.16483, 0.39055, -0.03413], [-3.15149, 0.64925, 0.84024], [-1.44162, 1.41284, -0.43911], [-0.88314, 2.33397, -1.08309], [3.09271, 1.65373, -0.77999], [1.88421, 0.47078, -1.44872], [2.94369, 1.07911, 1.35842], [1.57236, -0.61911, 2.08876], [0.14997, -3.26819, -0.59894], [-2.41757, -1.51450, -0.94763], [-3.01775, 0.13671, 1.61824], [0.00006, 2.57726, -0.61347]]
}


Q.
{
  "formula": "C7H8N2O2",
  "method": "wB97M-V/def2-TZVPD",
  "homo_lumo_gap_ev": 9.694,
  "smiles": "C=C(C)c1nocc1/N=C\\O",
  "homo_energy_ha": -0.3333,
  "species": ["C", "C", "C", "C", "N", "O", "C", "C", "N", "C", "O", "H", "H", "H", "H", "H", "H", "H", "H"],
  "coordinates": [[0.92221, -0.54004, -1.76440], [0.51357, -1.43982, -0.88164], [0.92072, -2.78791, -0.64610], [-0.54302, -0.65188, 0.28477], [-1.70046, -1.20617, 0.55647], [-2.27905, -0.39549, 1.49286], [-1.60261, 0.77016, 1.52161], [-0.47463, 0.68398, 0.71249], [0.66282, 1.45917, 0.66072], [0.67115, 2.72088, 0.69207], [-0.31055, 3.58319, 0.41461], [0.44467, 0.39176, -2.01162], [1.50088, -0.97060, -2.50824], [1.69547, -3.00388, -1.46314], [1.21080, -3.28210, 0.23934], [-0.08063, -3.34469, -0.81183], [-2.04170, 1.58556, 2.22253], [1.62068, 3.31984, 0.58460], [-1.13032, 3.10804, 0.70489]]
}


R.
{
  "formula": "C7H8N2O2",
  "method": "wB97M-V/def2-TZVPD",
  "homo_lumo_gap_ev": [5.239, 6.762],
  "homo_energy_ha": [-0.2518, -0.2793],
  "species": ["C", "C", "C", "C", "C", "C", "C", "N", "N", "O", "O", "H", "H", "H", "H", "H", "H", "H", "H"],
  "coordinates": [[1.55464, -0.70340, 0.51557], [0.75010, -2.01495, 0.67843], [0.25674, -2.57961, -0.36789], [-0.64888, -2.60649, -1.42283], [-0.06482, 2.74958, 0.32569], [-1.26417, 1.83447, 0.13419], [-0.13627, 1.97361, -0.93770], [1.15735, 0.28372, -0.11747], [0.76044, 0.95103, -1.07430], [-1.70501, -1.99029, -1.38355], [0.95920, -2.37620, 1.96098], [2.10545, -0.45915, 1.42649], [-0.41444, -3.38914, -2.16029], [-0.26438, 3.82855, 0.38258], [0.70559, 2.29229, 0.93882], [-1.40127, 0.98258, 0.81127], [-2.29303, 2.21280, -0.13942], [-0.64174, 2.30230, -1.81919], [0.58451, -3.29168, 2.24861]]
}


Last place for stability: R


P.
{
  "formula": "H36O18",
  "method": "wB97M-V/def2-TZVPD",
  "homo_lumo_gap_ev": 9.884,
  "homo_energy_ha": -0.3773,
  "species": ["O", "H", "H", "O", "H", "H", "O", "H", "H", "O", "H", "H", "O", "H", "H", "O", "H", "H", "O", "H", "H", "O", "H", "H", "O", "H", "H", "O", "H", "H", "O", "H", "H", "O", "H", "H", "O", "H", "H", "O", "H", "H", "O", "H", "H", "O", "H", "H", "O", "H", "H", "O", "H", "H"],
  "coordinates": [[0.67124, 0.08147, 4.38452], [0.99153, 0.59603, 5.06768], [0.50476, 0.72224, 3.68441], [-1.41083, -4.60876, -4.09194], [-1.02200, -4.99308, -3.34985], [-2.16737, -4.07541, -3.84752], [0.50908, 2.85974, 3.17292], [-0.36294, 3.24220, 3.18012], [1.13551, 3.12435, 2.41508], [-3.83879, -0.65959, 2.69734], [-3.44509, -0.99479, 1.95130], [-3.76671, -1.16853, 3.48291], [-3.69322, 1.57065, -4.08895], [-3.96628, 2.20535, -4.81444], [-4.02847, 1.87891, -3.23911], [4.86718, 1.50790, 0.91385], [5.46309, 1.76065, 0.21557], [4.05868, 1.39967, 0.47893], [0.72406, 1.39346, -5.03537], [0.20595, 1.35950, -5.96483], [1.29756, 2.18426, -5.05345], [0.30352, 0.43071, -2.24591], [0.33858, -0.27216, -2.90959], [0.59809, 1.12738, -2.85260], [4.49019, -3.14448, -0.76645], [4.12297, -3.25392, -1.64813], [4.20690, -3.87961, -0.35766], [-0.87394, 1.31932, 1.48832], [0.00496, 1.11597, 1.39027], [-1.05394, 1.35003, 0.58802], [-6.31801, 0.78164, 1.09656], [-6.16159, 1.68141, 1.48903], [-5.83737, 0.04289, 1.56655], [-1.87463, 1.84654, 5.04462], [-1.27510, 1.35052, 4.55338], [-1.96990, 1.28762, 5.83383], [2.49140, 0.11355, -0.99019], [3.23640, -0.55558, -0.97935], [2.44270, 0.47062, -1.93038], [1.37934, -2.96679, -1.56306], [1.59453, -1.98860, -1.25218], [1.40517, -3.53029, -0.80810], [-1.21615, -0.78737, -0.45188], [-0.87063, -0.19517, -1.29721], [-1.91773, -1.40497, -0.60214], [3.95946, -0.22291, -3.73269], [2.95420, -0.33970, -3.76734], [4.29610, -0.90239, -4.34231], [-3.64999, 1.95120, 2.07208], [-3.75867, 1.12843, 2.40087], [-2.98348, 2.17597, 2.66524], [3.25614, -1.42814, 2.46060], [3.70253, -2.24722, 2.38575], [3.81866, -0.70760, 2.75213]]
}


Q.
{
  "formula": "H36O18",
  "method": "wB97M-V/def2-TZVPD",
  "homo_lumo_gap_ev": 10.229,
  "homo_energy_ha": -0.3748,
  "species": ["O", "H", "H", "O", "H", "H", "O", "H", "H", "O", "H", "H", "O", "H", "H", "O", "H", "H", "O", "H", "H", "O", "H", "H", "O", "H", "H", "O", "H", "H", "O", "H", "H", "O", "H", "H", "O", "H", "H", "O", "H", "H", "O", "H", "H", "O", "H", "H", "O", "H", "H", "O", "H", "H"],
  "coordinates": [[2.40360, 0.19199, 3.51526], [2.53643, 0.55692, 4.38708], [2.15044, 0.77860, 2.80432], [-0.96057, -3.92256, -2.91500], [-1.71112, -3.96881, -3.49396], [-0.96816, -4.84353, -2.63052], [0.78986, 3.32051, 2.87947], [-0.11576, 3.05789, 3.10398], [0.75323, 4.25950, 3.09019], [-2.46668, -1.47168, 4.80294], [-1.63364, -1.25383, 4.37018], [-2.39860, -2.42220, 4.91824], [-2.67435, 1.58510, -5.02453], [-3.55625, 1.97645, -5.08686], [-2.65524, 1.19530, -5.90939], [5.63556, 0.40649, -0.23673], [4.81773, -0.05564, 0.02751], [5.77088, 0.02544, -1.09973], [-0.35387, 2.84756, -3.83897], [-0.61232, 3.73871, -4.08117], [-1.09375, 2.26007, -4.03926], [0.19780, 0.77974, -1.60353], [-0.12609, 0.34263, -2.40314], [0.21801, 1.64552, -2.05129], [4.74115, -4.17220, -1.33589], [3.97544, -4.41142, -0.80507], [5.09953, -3.42129, -0.87587], [-1.58147, 1.56777, 2.36207], [-2.43442, 1.64657, 1.89758], [-2.06471, 1.02120, 3.00879], [-5.87701, 0.74858, 0.01654], [-5.85527, -0.19133, 0.18148], [-5.22809, 1.26359, 0.48594], [-2.05845, 2.89537, 5.14748], [-1.50388, 2.40811, 5.75835], [-2.30759, 2.36452, 4.39068], [3.05842, -0.56906, -0.73795], [3.13198, -0.37358, -1.68194], [2.20688, -0.14447, -0.56835], [0.41387, -1.61907, -2.50882], [0.94657, -2.15940, -3.09812], [-0.43828, -2.06133, -2.41501], [-1.81795, -0.25769, 0.04599], [-1.15451, -0.87197, -0.27628], [-1.29997, 0.50932, 0.30519], [3.41104, -0.95431, -4.15663], [3.81564, -0.12042, -4.40338], [4.14305, -1.57498, -4.21673], [-4.19719, 0.89804, 2.64377], [-4.63233, 0.08172, 2.91797], [-4.88284, 1.51305, 2.94184], [3.07443, -1.98801, 1.84029], [2.89065, -1.30355, 2.50994], [2.47813, -1.75395, 1.14103]]
}


R.
{
  "formula": "H36O18",
  "method": "wB97M-V/def2-TZVPD",
  "homo_lumo_gap_ev": 9.772,
  "homo_energy_ha": -0.3744,
  "species": ["O", "H", "H", "O", "H", "H", "O", "H", "H", "O", "H", "H", "O", "H", "H", "O", "H", "H", "O", "H", "H", "O", "H", "H", "O", "H", "H", "O", "H", "H", "O", "H", "H", "O", "H", "H", "O", "H", "H", "O", "H", "H", "O", "H", "H", "O", "H", "H", "O", "H", "H", "O", "H", "H"],
  "coordinates": [[2.28134, -1.83741, -2.72334], [2.78727, -2.53906, -3.13316], [1.86676, -1.38122, -3.45562], [3.76890, -1.52020, 3.84550], [3.86529, -1.14383, 2.97069], [2.82535, -1.64102, 3.95215], [0.96708, 0.50494, 3.19841], [0.52689, -0.12010, 3.77442], [0.47710, 1.31972, 3.30930], [-0.25787, -0.10667, 0.52540], [-0.38973, -1.04294, 0.37622], [0.19995, -0.05953, 1.36469], [-0.40148, 1.38259, -4.69891], [-1.19468, 1.87721, -4.90485], [-0.22605, 1.58235, -3.77937], [1.16481, -2.11482, 4.49384], [0.50792, -2.81041, 4.46425], [0.82476, -1.49071, 5.13500], [-2.67580, 1.37617, 0.96626], [-1.97670, 1.46621, 0.31865], [-2.81457, 0.43195, 1.03988], [-3.31634, 3.78049, -2.32282], [-3.70024, 4.44434, -1.74998], [-2.68677, 3.31987, -1.76811], [1.55415, -3.41326, -0.60964], [1.78814, -2.79726, -1.30392], [2.31004, -3.99656, -0.54156], [-0.51766, 2.68715, 3.58994], [-1.25034, 2.65134, 2.97502], [-0.22766, 3.59902, 3.56487], [3.04839, 1.19621, 1.69811], [2.26662, 0.88114, 2.15176], [3.50465, 1.72990, 2.34868], [-0.75459, -2.87343, 0.67296], [-0.66426, -2.92087, 1.62471], [0.13165, -3.01560, 0.34038], [3.44222, 0.41088, -1.38459], [3.46147, 0.56136, -0.43949], [2.57451, 0.70902, -1.65744], [-0.84583, 1.73115, -1.48001], [-0.37331, 1.08008, -0.96129], [-0.22447, 2.45173, -1.58445], [-2.89452, -0.10458, -2.96177], [-2.76928, 0.78767, -2.63864], [-2.94091, -0.64191, -2.17097], [1.38695, 3.39006, -2.04496], [2.13579, 3.33784, -2.63888], [1.55576, 4.16824, -1.51376], [-2.44464, -3.05687, -1.93039], [-1.73168, -3.26630, -1.32702], [-2.04396, -3.09774, -2.79874], [-4.12835, -1.62147, -0.18134], [-4.36701, -2.14130, 0.58616], [-3.40507, -2.10353, -0.58224]]
}


Last place for stability: P